[1]
Formula: CH2N3O2
Source: the Open Molecules 2025 dataset
Level of theory: ωB97M-V with the def2-TZVPD basis set

Geometry as XYZ:
```
8
CH2N3O2, DFT ωB97M-V with the def2-TZVPD basis set
O 2.1606 -1.2742 0.9232
C 1.3011 -1.0160 0.2413
N 0.2552 -0.7080 -0.3957
N -0.4764 0.4749 -0.2749
N -0.7613 1.0972 0.9251
O -1.4922 2.0148 0.7836
H -0.1142 -1.4165 -1.0441
H -0.8728 0.8279 -1.1585
```

Summary:
LUMO energy   -6.49 eV
Strongest force on any atom   0.035 Eh/bohr
Net charge   +1
Energy relative to the best compared isomer or geometry (same formula, charge and spin)   0.86 kcal per mole
Spin multiplicity   1
HOMO   -15.29 eV
HOMO-LUMO gap   8.8 eV
SMILES   O=C=[NH+]NN=O


[2]
Formula: C2H2N3S2
Source: the Open Molecules 2025 dataset
Level of theory: ωB97M-V with the def2-TZVPD basis set

Geometry as XYZ:
```
9
C2H2N3S2, DFT ωB97M-V with the def2-TZVPD basis set
C 2.2470 -1.4191 -0.9950
C 1.5923 -2.2064 -0.3491
N 0.1335 -3.9445 0.4477
N -4.0024 1.2143 0.7370
N 0.6824 -3.0085 0.1487
S -2.0518 -0.8025 -0.0272
S -3.8534 -0.1260 0.0570
H 2.9165 -0.6767 -1.3853
H -3.4053 1.8934 1.1694
```

Summary:
LUMO energy (alpha / beta)   -7.64 / -9.51 eV
Strongest force on any atom   0.094 Eh/bohr
Net charge   +1
Energy relative to the best compared isomer or geometry (same formula, charge and spin)   46.71 kcal per mole
Spin multiplicity   3
HOMO (alpha / beta)   -10.17 / -13.90 eV
HOMO-LUMO gap (alpha / beta)   2.5 / 4.4 eV